[1]
{"formula": "C31H63F3N4O11PS", "method": "ωB97M-V with the def2-TZVPD basis set", "elements": ["C", "C", "C", "N", "C", "C", "F", "F", "F", "N", "C", "C", "O", "C", "C", "C", "O", "C", "C", "N", "C", "C", "C", "C", "C", "N", "O", "C", "C", "P", "O", "O", "S", "H", "H", "H", "H", "H", "H", "H", "H", "H", "H", "H", "H", "H", "H", "H", "H", "H", "H", "H", "H", "H", "H", "H", "H", "H", "H", "H", "H", "H", "H", "H", "H", "H", "H", "H", "C", "O", "C", "C", "O", "C", "C", "O", "C", "H", "H", "H", "H", "H", "H", "H", "H", "H", "H", "H", "H", "H", "H", "C", "O", "C", "C", "O", "C", "C", "O", "C", "H", "H", "H", "H", "H", "H", "H", "H", "H", "H", "H", "H", "H", "H"], "xyz": [[0.406, 6.616, 3.632], [0.421, 5.286, 2.940], [1.779, 4.857, 2.451], [-0.633, 4.569, 2.914], [-1.631, 4.044, 2.129], [-2.652, 5.248, 1.912], [-3.332, 5.442, 3.046], [-1.986, 6.391, 1.658], [-3.514, 5.072, 0.909], [-1.208, 3.488, 0.754], [-0.804, 4.516, -0.272], [0.665, 4.707, -0.615], [0.988, 5.705, -1.182], [-0.315, 2.249, 0.756], [-0.448, 1.605, -0.634], [0.842, 1.483, -1.439], [0.834, 1.058, -2.552], [-0.551, 1.331, 1.994], [0.471, 1.586, 3.125], [0.225, 0.721, 4.269], [-0.636, -0.165, 1.657], [0.530, -0.891, 0.951], [1.926, -0.278, 1.009], [2.881, -0.877, -0.014], [4.300, -0.365, 0.187], [4.363, 1.092, -0.077], [-1.857, 1.556, 2.533], [-2.384, 2.833, 2.828], [-2.429, 3.017, 4.340], [-4.090, 2.416, 2.121], [-4.467, 1.083, 2.911], [-5.195, 3.478, 2.546], [-4.005, 2.102, 0.219], [0.338, 7.385, 2.856], [1.326, 6.799, 4.188], [-0.445, 6.706, 4.302], [1.815, 3.835, 2.084], [2.150, 5.552, 1.692], [2.475, 4.942, 3.289], [-2.132, 3.097, 0.395], [-1.171, 5.493, 0.008], [-1.311, 4.278, -1.210], [1.412, 3.939, -0.370], [0.717, 2.585, 0.856], [-1.141, 2.143, -1.283], [-0.868, 0.604, -0.587], [1.791, 1.799, -0.960], [0.400, 2.622, 3.451], [1.489, 1.461, 2.754], [0.130, 1.237, 5.130], [0.932, 0.011, 4.386], [-1.528, -0.272, 1.034], [-0.911, -0.658, 2.588], [0.275, -1.044, -0.103], [0.595, -1.904, 1.352], [2.360, -0.430, 2.007], [1.915, 0.807, 0.870], [2.884, -1.966, 0.083], [2.565, -0.601, -1.024], [4.605, -0.559, 1.222], [4.994, -0.895, -0.465], [5.229, 1.321, -0.550], [4.414, 1.591, 0.803], [-2.733, 2.056, 4.759], [-3.145, 3.772, 4.659], [-1.440, 3.242, 4.736], [-4.914, 1.207, 3.757], [-5.426, 3.530, 3.482], [6.600, -2.652, -6.812], [6.960, -3.196, -5.563], [7.305, -2.193, -4.630], [7.506, -2.797, -3.258], [6.296, -3.013, -2.543], [5.545, -4.156, -2.930], [6.096, -5.459, -2.397], [7.154, -5.917, -3.213], [7.814, -7.027, -2.650], [7.417, -2.059, -7.239], [6.382, -3.483, -7.480], [5.709, -2.018, -6.728], [6.512, -1.434, -4.580], [8.237, -1.703, -4.946], [8.070, -2.080, -2.657], [8.089, -3.717, -3.331], [5.438, -4.206, -4.016], [4.555, -4.008, -2.494], [5.293, -6.210, -2.384], [6.450, -5.310, -1.368], [8.284, -6.767, -1.694], [8.585, -7.340, -3.351], [7.122, -7.862, -2.487], [-4.373, -2.460, 1.555], [-5.505, -2.545, 0.726], [-5.761, -1.324, 0.057], [-6.842, -1.501, -0.985], [-6.369, -2.036, -2.209], [-6.165, -3.442, -2.237], [-7.440, -4.237, -2.404], [-8.094, -4.385, -1.158], [-9.375, -4.956, -1.302], [-4.486, -1.672, 2.310], [-4.259, -3.419, 2.055], [-3.467, -2.253, 0.970], [-4.844, -0.966, -0.430], [-6.083, -0.570, 0.790], [-7.226, -0.510, -1.234], [-7.664, -2.098, -0.581], [-5.624, -3.781, -1.351], [-5.540, -3.623, -3.113], [-7.195, -5.229, -2.809], [-8.097, -3.723, -3.117], [-10.033, -4.312, -1.897], [-9.797, -5.071, -0.306], [-9.320, -5.940, -1.781]], "forces_ev_per_a": [[0.160, -0.087, 0.319], [-0.084, -0.463, 0.429], [0.033, 0.156, -0.170], [-0.083, 0.844, -0.604], [0.185, -0.496, 0.512], [0.274, 0.245, -0.038], [0.119, 0.014, -0.284], [-0.121, -0.117, 0.122], [0.149, -0.013, 0.140], [-0.648, -0.289, -0.505], [0.008, -0.040, -0.101], [0.038, -0.094, 0.183], [0.084, 0.296, -0.129], [0.456, -0.110, 0.016], [-0.096, -0.040, -0.132], [0.045, 0.264, 0.450], [-0.009, -0.206, -0.483], [-0.177, -0.137, 0.215], [0.202, 0.047, 0.310], [-0.062, 0.023, -0.104], [-0.259, -0.135, -0.351], [0.009, 0.025, -0.106], [0.191, -0.057, 0.284], [0.199, -0.007, 0.095], [-0.072, 0.321, 0.180], [0.119, -0.037, 0.102], [0.179, 0.171, -0.264], [-0.239, 0.332, 0.258], [-0.309, -0.514, 0.108], [0.026, -0.467, -0.369], [0.004, 0.197, 0.101], [0.086, 0.037, 0.028], [-0.084, 0.058, 0.043], [-0.043, 0.001, 0.009], [0.001, 0.019, -0.054], [-0.078, 0.020, -0.113], [-0.071, 0.040, -0.078], [-0.018, -0.018, -0.010], [-0.011, -0.040, -0.014], [0.157, 0.047, 0.123], [-0.034, 0.019, 0.080], [0.008, -0.105, 0.046], [-0.024, -0.105, -0.010], [-0.053, 0.220, 0.031], [-0.046, 0.027, 0.064], [-0.054, 0.071, 0.075], [0.019, -0.007, 0.007], [-0.094, -0.007, -0.111], [-0.067, 0.009, -0.143], [0.070, -0.049, 0.026], [-0.015, 0.004, 0.026], [-0.039, -0.014, 0.080], [0.221, 0.116, 0.123], [0.021, 0.083, 0.013], [-0.036, 0.026, 0.037], [-0.062, -0.002, -0.008], [-0.047, -0.074, -0.096], [-0.090, 0.004, -0.125], [-0.048, -0.223, -0.013], [0.075, -0.191, -0.080], [-0.044, 0.030, -0.063], [-0.074, -0.004, -0.112], [-0.023, 0.017, -0.020], [0.045, 0.018, 0.014], [0.193, 0.156, -0.006], [-0.065, 0.150, -0.007], [-0.017, -0.122, 0.022], [0.014, 0.108, -0.016], [0.036, -0.036, -0.024], [-0.095, 0.019, 0.040], [0.017, -0.092, -0.067], [0.040, 0.083, 0.060], [-0.005, -0.008, -0.013], [-0.090, 0.021, 0.057], [0.049, -0.042, -0.092], [0.052, 0.065, 0.062], [-0.010, -0.025, -0.051], [-0.009, 0.011, 0.002], [0.003, -0.003, 0.003], [0.016, 0.020, 0.001], [0.034, 0.036, 0.021], [-0.023, 0.044, 0.004], [-0.011, -0.011, 0.020], [-0.023, -0.008, -0.068], [0.051, -0.050, -0.002], [0.004, 0.024, -0.004], [0.000, 0.001, 0.051], [-0.048, -0.002, 0.018], [-0.019, -0.010, 0.011], [-0.001, 0.002, -0.002], [0.002, 0.001, 0.012], [-0.023, -0.031, 0.024], [0.060, -0.014, -0.069], [-0.006, -0.088, 0.088], [-0.033, 0.091, -0.038], [0.025, -0.032, 0.058], [0.028, -0.019, -0.084], [-0.017, -0.040, 0.099], [-0.037, 0.094, -0.029], [0.016, -0.035, 0.041], [0.014, 0.008, -0.014], [0.001, 0.000, 0.003], [-0.004, 0.022, 0.009], [-0.025, 0.061, 0.002], [0.044, 0.042, -0.027], [-0.014, -0.011, -0.012], [0.041, -0.027, 0.037], [-0.048, -0.018, 0.020], [0.009, 0.024, 0.004], [-0.023, 0.010, -0.040], [0.027, -0.018, -0.040], [0.006, -0.013, -0.019], [0.003, 0.001, 0.001], [-0.005, 0.005, -0.010]], "mulliken_charge": [-1.682, 1.190, -1.183, -0.351, -0.026, 0.274, -0.256, -0.214, -0.231, 0.719, -0.620, -0.413, -0.502, 0.307, -1.300, -0.295, -0.530, 2.320, -0.924, -0.485, -2.219, -1.417, 0.695, -0.598, -0.937, -0.488, -0.439, 1.193, -1.731, 0.703, -0.488, -0.556, -0.393, 0.284, 0.545, 0.357, -0.233, 0.412, 0.562, -0.067, 0.496, 0.901, 0.610, -0.812, 0.702, 0.802, 0.355, 0.393, 0.251, 0.288, 0.244, 0.453, 0.885, 0.314, 0.580, 0.791, -1.068, 0.392, 0.214, 0.278, 0.433, 0.266, 0.179, 0.558, 0.446, 0.307, 0.336, 0.410, -0.763, -0.239, -0.594, -0.477, -0.362, -0.458, -0.630, -0.237, -0.768, 0.305, 0.230, 0.310, 0.323, 0.462, 0.391, 0.235, 0.248, 0.375, 0.470, 0.332, 0.315, 0.232, 0.307, -0.603, -0.343, -0.064, -0.626, -0.450, -0.427, -0.601, -0.235, -0.766, 0.128, 0.371, 0.249, 0.181, 0.278, 0.384, 0.274, 0.224, 0.372, 0.464, 0.345, 0.313, 0.226, 0.309], "lumo_ev": -2.81, "gap_ev": 7.876, "charge": 1, "e_homo_ev": -10.69, "e_tot_ev": -89918.358, "largest_force_ev_per_a": 1.04}



[2]
{"formula": "C31H63N2O5P", "method": "ωB97M-V with the def2-TZVPD basis set", "elements": ["C", "C", "C", "C", "C", "C", "C", "C", "C", "C", "C", "C", "C", "C", "C", "C", "C", "C", "N", "C", "C", "O", "C", "N", "C", "O", "P", "C", "O", "H", "H", "H", "H", "H", "H", "H", "H", "H", "H", "H", "H", "H", "H", "H", "H", "H", "H", "H", "H", "H", "H", "H", "H", "H", "H", "H", "H", "H", "H", "H", "H", "H", "H", "H", "H", "H", "H", "H", "H", "H", "H", "H", "H", "H", "H", "H", "C", "C", "C", "O", "C", "H", "H", "H", "H", "H", "H", "H", "H", "C", "C", "C", "O", "C", "H", "H", "H", "H", "H", "H", "H", "H"], "xyz": [[1.321, -4.682, 1.247], [0.390, -5.958, 1.737], [0.229, -5.890, 3.379], [-1.173, -6.649, 3.760], [-2.498, -5.681, 3.800], [-2.292, -4.201, 3.117], [-3.772, -3.451, 3.149], [-3.823, -2.060, 2.272], [-2.692, -0.992, 2.792], [-2.875, -0.494, 4.344], [-2.150, 0.984, 4.562], [-0.570, 1.020, 4.129], [0.468, 0.385, 5.228], [1.333, -0.908, 4.695], [2.943, -0.575, 4.443], [3.298, -0.584, 2.843], [4.284, -1.803, 2.356], [4.174, -2.178, 0.756], [4.568, -1.064, -0.186], [3.403, -0.199, -0.607], [2.249, -0.959, -1.489], [1.141, -1.532, -0.712], [-0.017, -0.629, -0.627], [0.278, 0.742, -0.056], [0.207, 1.725, -1.041], [0.634, 2.641, -1.954], [-1.006, -0.561, -2.304], [-2.887, -0.827, -1.873], [-0.420, -1.926, -3.251], [2.236, -4.587, 2.007], [1.707, -4.840, 0.134], [0.694, -3.671, 1.337], [-0.653, -5.876, 1.207], [0.897, -6.973, 1.426], [0.338, -4.806, 3.824], [1.126, -6.521, 3.831], [-1.337, -7.526, 2.983], [-1.037, -7.188, 4.813], [-3.331, -6.229, 3.153], [-2.856, -5.545, 4.910], [-1.892, -4.231, 2.007], [-1.550, -3.505, 3.729], [-4.531, -4.202, 2.615], [-4.075, -3.277, 4.266], [-3.543, -2.349, 1.155], [-4.914, -1.594, 2.214], [-2.761, -0.022, 2.101], [-1.612, -1.461, 2.647], [-2.446, -1.304, 5.081], [-4.027, -0.378, 4.556], [-2.761, 1.743, 3.873], [-2.369, 1.293, 5.671], [-0.360, 0.515, 3.091], [-0.291, 2.172, 3.988], [1.169, 1.261, 5.587], [-0.132, 0.040, 6.199], [0.806, -1.372, 3.756], [1.303, -1.711, 5.577], [3.079, 0.553, 4.809], [3.637, -1.311, 5.031], [2.316, -0.667, 2.194], [3.823, 0.425, 2.499], [3.913, -2.776, 2.940], [5.417, -1.659, 2.701], [4.962, -3.056, 0.578], [3.122, -2.651, 0.562], [4.952, -1.489, -1.060], [3.860, 0.643, -1.320], [2.872, 0.380, 0.262], [2.786, -1.844, -2.074], [1.872, -0.197, -2.328], [-0.779, -1.143, 0.134], [-3.030, -1.772, -1.167], [-3.358, 0.119, -1.332], [-3.488, -1.059, -2.854], [-0.245, -1.582, -4.195], [-0.095, 7.072, -1.941], [0.587, 5.888, -2.577], [-0.135, 5.780, -3.902], [-0.537, 7.108, -4.267], [-0.352, 7.967, -3.133], [0.500, 7.557, -1.164], [-1.047, 6.757, -1.498], [1.646, 6.118, -2.747], [0.527, 4.973, -1.982], [-1.040, 5.170, -3.813], [0.494, 5.357, -4.690], [0.510, 8.611, -3.339], [-1.235, 8.599, -3.001], [-0.228, 5.610, -7.964], [-1.319, 4.870, -8.694], [-0.539, 3.803, -9.432], [0.609, 3.498, -8.630], [0.725, 4.491, -7.602], [-0.581, 6.167, -7.093], [0.264, 6.314, -8.645], [-1.999, 4.404, -7.971], [-1.910, 5.504, -9.360], [-0.183, 4.170, -10.400], [-1.126, 2.895, -9.597], [0.445, 4.023, -6.652], [1.762, 4.830, -7.531]], "forces_ev_per_a": [[-0.095, -0.273, 0.407], [0.572, 1.138, 0.156], [0.150, -1.270, -0.472], [0.430, -0.378, 0.693], [0.232, -0.047, -0.864], [-0.775, 0.873, 0.474], [0.011, -0.413, -1.008], [0.769, -0.383, -0.151], [-0.220, 0.460, -0.287], [0.099, 0.158, -0.501], [-0.884, -0.619, -0.678], [0.259, 0.962, 0.228], [-0.419, 0.025, 0.544], [0.342, -0.360, 1.318], [-0.808, 1.007, -0.837], [0.630, 0.170, -1.032], [-0.380, -0.835, 0.532], [0.887, -1.310, 0.882], [-1.716, -0.405, -0.049], [-0.359, 1.049, -1.001], [1.240, 0.355, -1.283], [-0.498, 2.547, -0.478], [-1.467, -2.751, 1.397], [-1.024, 4.517, -6.213], [5.007, 1.057, -2.437], [-3.935, -6.903, 7.618], [0.132, 0.303, -1.437], [-0.548, -1.404, 0.793], [-0.789, 2.066, -0.156], [-1.847, -0.203, -1.838], [-0.801, 0.527, 2.440], [1.384, -2.193, -0.339], [1.957, -0.277, 1.077], [-1.059, 1.999, 0.662], [-0.461, -2.106, -1.065], [-1.839, 1.335, -0.883], [0.370, 1.868, 1.526], [-0.405, 1.210, -2.181], [1.537, 1.234, 1.635], [0.563, -0.235, -2.244], [-0.847, -0.141, 2.212], [-1.418, -1.669, -1.173], [1.449, 1.580, 1.426], [0.430, -0.319, -2.149], [-0.566, 0.566, 2.232], [2.330, -0.926, 0.428], [0.246, -2.026, 1.399], [-2.264, 0.965, 0.251], [-0.781, 1.610, -1.377], [2.213, -0.219, -0.322], [1.387, -1.580, 1.441], [0.847, -0.426, -2.039], [-0.712, 0.926, 1.924], [-0.589, -2.482, 0.265], [-1.176, -1.896, -0.689], [1.150, 0.788, -2.127], [1.142, 0.849, 1.703], [-0.076, 1.592, -2.028], [0.008, -2.638, -0.528], [-1.339, 1.491, -1.098], [1.795, 0.134, 1.424], [-1.151, -2.006, 0.871], [0.763, 1.902, -1.277], [-2.491, -0.026, -0.900], [-1.692, 1.842, 0.410], [1.725, 1.066, 0.250], [-0.463, 0.473, 1.073], [-1.004, -1.790, 1.462], [1.265, -1.354, -1.434], [-1.345, 1.678, 1.308], [0.532, -1.625, 1.849], [2.005, 0.957, -1.277], [0.205, 1.974, -1.369], [1.287, -1.907, -1.228], [1.347, 0.636, 1.815], [-0.460, -0.583, 2.324], [-0.357, 0.149, 0.472], [0.557, -0.351, 0.093], [-0.248, -0.151, -0.270], [0.098, -0.062, 0.278], [0.040, 0.341, -0.304], [-0.082, -0.025, -0.095], [0.098, 0.071, -0.007], [-0.090, -0.065, 0.011], [0.017, 0.181, -0.174], [0.054, -0.115, 0.005], [-0.104, 0.104, 0.010], [-0.026, 0.068, 0.085], [0.050, -0.060, -0.139], [0.247, 0.619, 0.073], [-0.612, -0.140, 0.056], [0.224, -0.234, -0.304], [-0.226, 0.252, 0.033], [0.180, -0.305, 0.197], [0.081, -0.045, -0.069], [-0.035, -0.047, 0.112], [0.027, 0.055, -0.103], [0.064, -0.096, 0.060], [-0.097, -0.007, -0.053], [0.156, 0.014, 0.023], [0.035, 0.069, 0.056], [-0.047, -0.132, -0.047]], "mulliken_charge": [-0.563, -0.612, -0.252, -0.673, -0.530, 0.372, -0.749, -0.440, 0.331, -0.392, -0.872, 0.251, -0.780, 0.050, -0.675, 0.199, -0.766, -0.230, -0.365, -0.408, -0.302, -0.274, 0.660, -0.219, 0.540, -0.512, 0.285, -0.755, -0.556, 0.096, 0.308, 0.070, 0.294, 0.359, 0.032, 0.367, 0.277, 0.292, 0.200, 0.257, -0.026, -0.144, 0.376, 0.268, -0.092, 0.319, 0.398, -0.553, 0.214, 0.291, 0.308, 0.333, -0.404, 0.366, 0.317, 0.292, -0.179, 0.367, 0.230, 0.334, -0.351, 0.285, 0.264, 0.284, 0.328, 0.017, 0.318, 0.267, 0.117, 0.280, 0.212, -0.474, 0.125, 0.278, 0.336, 0.354, -0.624, -0.217, -0.131, -0.391, -0.498, 0.354, 0.271, 0.292, 0.044, 0.263, 0.074, 0.268, 0.283, -0.364, -0.516, -0.508, -0.438, -0.251, 0.208, 0.272, 0.264, 0.334, 0.272, 0.282, 0.190, 0.296], "lumo_ev": -0.40, "smiles": "CCCCCCCCCCCCCCCCCCNCCO[C@@H](N=C=O)P(C)O.C1CCOC1.C1CCOC1", "gap_ev": 8.269, "charge": 0, "e_homo_ev": -8.66, "e_tot_ev": -55662.003, "largest_force_ev_per_a": 11.01}